# 1
The following is a quantum chemistry calculation of a cluster of 9 separate species, C9H36N2O8 in total, from the OMol25 dataset.

```
55
Properties=species:S:1:pos:R:3
N 1.41 -1.10 0.72
H 1.91 -0.96 -0.15
H 0.57 -0.54 0.66
H 1.91 -0.71 1.50
H 1.11 -2.06 0.79
C -3.81 0.66 -1.40
C -2.30 0.68 -1.46
C -1.84 1.50 -2.71
C -1.95 2.95 -2.55
C -0.89 3.30 -1.45
C -1.22 2.65 -0.06
N -1.55 1.18 -0.23
O -1.98 0.43 0.97
C -2.34 3.45 0.60
C 0.08 2.82 0.82
C -1.73 -0.78 -1.82
H -4.21 0.05 -0.59
H -4.20 0.22 -2.32
H -4.13 1.70 -1.30
H -2.50 1.08 -3.47
H -0.79 1.28 -2.91
H -2.96 3.26 -2.28
H -1.66 3.46 -3.47
H -0.84 4.39 -1.34
H 0.11 3.01 -1.78
H -3.33 3.37 0.15
H -2.06 4.50 0.69
H -2.51 3.15 1.64
H 0.61 3.75 0.62
H 0.89 2.18 0.48
H -0.02 2.55 1.87
H -2.54 -1.24 -2.37
H -1.61 -1.36 -0.90
H -0.74 -0.78 -2.29
O 3.00 -5.65 -1.57
H 3.34 -4.87 -1.14
H 2.65 -5.33 -2.40
O 0.55 -3.31 4.93
H 1.33 -3.64 5.37
H 0.40 -3.92 4.21
O 0.63 -4.90 1.02
H -0.14 -5.47 0.97
H 1.37 -5.47 0.82
O 3.29 0.43 3.35
H 4.13 0.80 3.07
H 3.24 0.62 4.29
O 4.46 -2.74 -0.49
H 4.62 -2.44 -1.38
H 5.32 -2.70 -0.06
O -0.71 0.21 4.90
H -0.76 -0.73 4.71
H -1.11 0.64 4.14
O 3.00 0.00 -2.81
H 2.69 -0.06 -3.72
H 3.82 0.50 -2.87
```

Energy above the lowest of the compared OMol25 structures with the same formula, charge and spin, kJ/mol: 317.2
Energy, a.u.: -1075.75687
HOMO-LUMO gap, eV: 4.02
LUMO level, Ha: -0.0236
Molar mass, g/mol: 300.39

---

# 2
The following is a quantum chemistry calculation of a structure of composition C41H62FeN3SbSi4, from the OMol25 dataset.

```
112
Properties=species:S:1:pos:R:3
Fe 0.25 0.12 0.04
C -0.45 -0.42 -2.34
Sb 0.59 -2.17 -1.48
C 1.99 -1.05 -0.02
C 2.20 -1.56 1.31
C 3.34 -2.22 1.79
C 3.52 -2.62 3.09
C 2.53 -2.30 4.07
C 1.39 -1.71 3.72
N 1.05 -1.44 2.30
Si 3.53 -0.79 -1.08
C 4.50 -2.36 -1.40
C 4.65 0.48 -0.29
C 3.05 -0.15 -2.78
C -1.19 -3.13 -0.55
C -2.19 -2.15 0.02
C -3.44 -2.60 0.50
C -4.34 -1.71 1.04
C -4.01 -0.36 1.12
C -2.76 0.01 0.68
N -1.86 -0.86 0.15
Si -0.63 -4.36 0.82
C -1.52 -5.99 0.90
C -0.92 -3.57 2.51
C 1.19 -4.72 0.60
Si -1.90 -4.13 -2.04
C -2.19 -3.07 -3.56
C -0.66 -5.43 -2.56
C -3.56 -4.90 -1.71
H 0.13 -0.03 -3.18
H -0.61 0.40 -1.62
H -1.44 -0.71 -2.66
H 4.12 -2.40 1.07
H 4.44 -3.13 3.38
H 2.70 -2.49 5.12
H 0.62 -1.37 4.40
H 5.27 -2.53 -0.65
H 5.00 -2.29 -2.37
H 3.85 -3.24 -1.43
H 5.37 0.01 0.39
H 4.09 1.22 0.29
H 5.21 1.01 -1.07
H 2.40 -0.84 -3.34
H 3.97 -0.06 -3.36
H 2.57 0.83 -2.77
H -3.67 -3.65 0.45
H -5.30 -2.06 1.40
H -4.69 0.37 1.53
H -2.43 1.04 0.76
H -2.55 -5.89 1.27
H -0.98 -6.61 1.62
H -1.56 -6.54 -0.05
H -1.34 -2.55 2.49
H 0.00 -3.56 3.11
H -1.64 -4.18 3.05
H 1.37 -5.23 -0.36
H 1.54 -5.38 1.40
H 1.82 -3.82 0.62
H -1.26 -2.66 -3.99
H -2.89 -2.24 -3.38
H -2.64 -3.73 -4.31
H 0.33 -5.00 -2.72
H -0.99 -5.84 -3.52
H -0.57 -6.26 -1.86
H -4.35 -4.14 -1.67
H -3.61 -5.50 -0.79
H -3.78 -5.57 -2.55
C 0.23 -0.17 2.13
Si 0.87 1.53 2.58
C -0.05 2.71 1.38
N -0.09 2.30 -0.06
C -1.18 2.96 -0.86
C -0.65 3.85 -1.99
C 0.49 4.73 -1.46
C 1.68 3.87 -0.99
C 1.24 2.43 -0.73
C 2.69 1.94 2.62
C 3.07 3.28 2.44
C 4.39 3.68 2.62
C 5.35 2.75 3.00
C 4.99 1.43 3.20
C 3.67 1.03 3.01
C 0.20 2.00 4.27
C 1.04 2.24 5.37
C 0.52 2.54 6.62
C -0.86 2.62 6.81
C -1.71 2.38 5.74
C -1.18 2.08 4.49
H -0.72 -0.33 2.63
H 0.41 -2.19 2.01
H 0.33 3.74 1.49
H -1.08 2.74 1.74
H -1.76 3.58 -0.18
H -1.85 2.20 -1.27
H -1.47 4.46 -2.35
H -0.30 3.25 -2.83
H 0.10 5.33 -0.63
H 0.80 5.44 -2.23
H 2.13 4.30 -0.10
H 2.46 3.85 -1.76
H 1.99 1.93 -0.11
H 1.18 1.90 -1.68
H 2.34 4.03 2.16
H 4.67 4.72 2.47
H 6.38 3.06 3.16
H 5.73 0.70 3.51
H 3.41 -0.01 3.18
H 2.12 2.19 5.24
H 1.19 2.73 7.45
H -1.26 2.86 7.78
H -2.78 2.45 5.87
H -1.88 1.88 3.67
```

<S²>: 8.8124
Total charge: +1
Energy, a.u.: -4425.49137
HOMO-LUMO gap (spin up / spin down), eV: 6.73 / 6.45
LUMO level (spin up / spin down), Ha: -0.0715 / -0.1232
Multiplicity: 6
Molar mass, g/mol: 886.92

---

# 3
The following is a quantum chemistry calculation of an isolated molecule of C4H4N2O, from the OMol25 dataset.

```
11
Properties=species:S:1:pos:R:3
O 2.40 1.36 -0.48
N 1.97 0.22 -0.80
C 0.76 -0.02 -0.29
C -0.05 -1.06 -0.82
C -1.27 -0.69 -0.09
N -1.12 0.33 0.78
C 0.30 0.72 0.72
H 0.11 -1.68 -1.67
H -2.47 -1.11 -0.35
H -1.71 0.61 1.51
H 1.09 1.31 1.49
```

Energy above the lowest of the compared OMol25 structures with the same formula, charge and spin, kJ/mol: 482.0
SMILES string: O=Nc1cc[nH]c1
Energy, a.u.: -339.39807
HOMO-LUMO gap, eV: 8.41
LUMO level, Ha: -0.0139
Molar mass, g/mol: 96.09

---

# 4
The following is a quantum chemistry calculation of a cluster of 3 separate species, C4H10O3 in total, from the OMol25 dataset.

```
17
Properties=species:S:1:pos:R:3
C -1.87 -0.50 -1.16
C -1.79 -0.69 0.19
C -0.62 -1.05 0.87
C 0.66 -0.84 0.18
O 0.92 0.51 -0.10
H -2.81 -0.04 -1.46
H -1.07 -0.83 -1.81
H -2.72 -0.55 0.72
H -0.64 -1.50 1.85
H 0.68 -1.36 -0.80
H 1.51 -1.25 0.72
H 1.93 0.60 0.06
H 3.95 -0.01 -0.91
O 3.24 -0.20 -0.29
H -0.30 1.81 0.54
H -0.24 3.32 0.68
O -0.84 2.58 0.73
```

Energy above the lowest of the compared OMol25 structures with the same formula, charge and spin, kJ/mol: 621.6
Energy, a.u.: -383.91285
HOMO-LUMO gap, eV: 3.93
LUMO level, Ha: -0.1310
Molar mass, g/mol: 106.12

---

# 5
The following is a quantum chemistry calculation of a cluster of 20 separate species, C23H27Cl57FN2O6P2S in total, from the OMol25 dataset.

```
119
Properties=species:S:1:pos:R:3
N 2.61 -3.08 3.20
P 1.18 -3.07 2.54
C 0.59 -1.45 1.83
C 0.66 -0.34 2.90
C 1.95 0.44 2.89
O 2.89 0.16 3.57
O 1.91 1.55 2.11
C 1.61 -1.13 0.67
O 2.63 -1.82 0.63
O 1.21 -0.19 -0.11
N -0.74 -1.47 1.22
F -0.81 -2.53 0.32
P -2.13 -1.40 2.18
O -1.99 -2.17 3.58
O -2.30 0.11 2.61
S -3.67 -2.07 1.21
H 2.53 -3.37 4.16
H 1.00 -3.97 1.47
H 0.25 -3.47 3.52
H -0.12 0.39 2.76
H 0.62 -0.76 3.89
H 2.57 1.44 1.41
H -2.22 -3.08 3.39
H -2.69 0.11 3.49
C 6.09 0.72 0.92
Cl 7.64 1.38 0.40
Cl 5.60 1.42 2.46
Cl 4.85 0.98 -0.31
H 6.21 -0.34 1.05
C 9.25 5.04 1.33
Cl 10.62 5.14 2.44
Cl 9.75 4.31 -0.20
Cl 7.93 4.12 2.04
H 8.90 6.04 1.13
C -0.82 1.57 6.27
Cl -2.52 1.35 6.72
Cl 0.00 0.01 6.13
Cl -0.70 2.49 4.77
H -0.34 2.14 7.05
C -5.50 2.34 -0.73
Cl -4.10 2.77 0.24
Cl -5.04 1.30 -2.08
Cl -6.74 1.57 0.26
H -5.94 3.25 -1.14
C -4.40 -1.57 -5.57
Cl -4.43 -0.09 -4.62
Cl -5.19 -2.92 -4.77
Cl -5.14 -1.29 -7.16
H -3.37 -1.84 -5.73
C -6.61 -4.21 -0.29
Cl -7.10 -2.93 0.83
Cl -5.91 -3.51 -1.74
Cl -5.48 -5.32 0.48
H -7.49 -4.77 -0.56
C 3.99 0.24 -4.28
Cl 4.46 -1.30 -5.01
Cl 3.01 1.19 -5.41
Cl 3.15 -0.01 -2.76
H 4.89 0.80 -4.08
C -10.99 -0.60 2.16
Cl -12.04 -0.50 0.74
Cl -11.85 -1.32 3.52
Cl -9.53 -1.52 1.79
H -10.70 0.40 2.43
C -5.12 -4.29 -9.28
Cl -6.11 -4.11 -10.74
Cl -6.03 -5.09 -8.01
Cl -3.62 -5.14 -9.63
H -4.87 -3.29 -8.93
C -2.21 -5.61 -2.78
Cl -2.24 -4.23 -1.69
Cl -2.97 -7.02 -2.03
Cl -3.00 -5.23 -4.32
H -1.18 -5.85 -2.98
C -0.97 -3.33 7.83
Cl -1.51 -5.00 8.06
Cl 0.17 -3.23 6.49
Cl -2.36 -2.27 7.57
H -0.47 -3.01 8.74
C 8.25 8.05 -1.66
Cl 9.62 8.20 -0.56
Cl 8.75 7.31 -3.18
Cl 6.95 7.13 -0.91
H 7.89 9.05 -1.88
C 10.10 -1.68 1.88
Cl 10.19 0.08 1.91
Cl 8.43 -2.24 1.77
Cl 11.06 -2.33 0.55
H 10.51 -2.05 2.80
C -9.56 -4.96 -6.13
Cl -9.69 -4.35 -7.79
Cl -9.53 -6.72 -6.11
Cl -8.14 -4.30 -5.32
H -10.44 -4.63 -5.59
C -6.70 -0.57 -11.57
Cl -5.18 0.22 -12.00
Cl -7.29 0.00 -10.01
Cl -7.91 -0.35 -12.83
H -6.51 -1.63 -11.47
C 11.40 8.92 4.55
Cl 11.22 8.36 2.89
Cl 12.17 10.51 4.60
Cl 9.84 8.95 5.37
H 12.04 8.22 5.06
C -9.10 3.44 -2.71
Cl -9.30 1.69 -2.69
Cl -9.81 4.18 -1.27
Cl -7.40 3.88 -2.86
H -9.62 3.83 -3.58
C -1.29 0.34 10.93
Cl -1.85 -1.32 11.18
Cl -0.23 0.43 9.52
Cl -2.65 1.45 10.77
H -0.72 0.63 11.80
C 13.12 2.68 -1.60
Cl 13.21 4.06 -0.51
Cl 12.15 1.39 -0.89
Cl 12.46 3.16 -3.17
H 14.12 2.30 -1.76
```

Total charge: -1
Energy, a.u.: -28865.22460
HOMO-LUMO gap, eV: 6.83
LUMO level, Ha: 0.0512
Molar mass, g/mol: 2561.31

---

# 6
The following is a quantum chemistry calculation of a cluster of 2 separate species, C3H9N2O in total, from the OMol25 dataset.

```
15
Properties=species:S:1:pos:R:3
C 2.06 0.60 0.11
C -0.02 -1.24 -0.66
C -0.31 0.21 1.36
N -0.21 1.07 -0.92
N 0.14 0.13 -0.05
O 2.87 -0.19 -0.16
H 2.08 1.62 0.33
H -0.70 -2.01 -0.09
H -0.55 -1.02 -1.64
H 0.96 -1.67 -0.90
H -0.02 -0.75 1.83
H 0.16 1.19 1.85
H -1.44 0.26 1.48
H -1.18 1.30 -0.96
H 0.09 0.95 -1.84
```

Energy above the lowest of the compared OMol25 structures with the same formula, charge and spin, kJ/mol: 444.0
Total charge: +1
Energy, a.u.: -304.08124
HOMO-LUMO gap, eV: 10.02
LUMO level, Ha: -0.1672
Molar mass, g/mol: 89.12

---

# 7
The following is a quantum chemistry calculation of an isolated molecule of C5H11NO, from the OMol25 dataset.

```
18
Properties=species:S:1:pos:R:3
C 2.13 -0.71 -1.92
C 1.53 -0.81 -0.51
N 0.93 0.48 -0.18
C -0.47 0.83 -0.38
C -1.46 1.42 1.08
C -1.26 -0.07 1.42
O -1.93 -1.03 1.04
H 1.37 -0.29 -2.59
H 3.03 -0.02 -1.97
H 2.47 -1.73 -2.21
H 2.26 -0.96 0.29
H 0.82 -1.65 -0.54
H 1.17 0.70 0.77
H -0.96 -0.02 -0.91
H -0.50 1.77 -0.92
H -1.02 2.41 1.07
H -2.48 1.43 0.66
H -0.24 -0.33 1.75
```

Energy above the lowest of the compared OMol25 structures with the same formula, charge and spin, kJ/mol: 395.3
SMILES string: CCNCCC=O
Energy, a.u.: -326.98079
HOMO-LUMO gap, eV: 9.70
LUMO level, Ha: 0.0387
Molar mass, g/mol: 101.15

---

# 8
The following is a quantum chemistry calculation of a cluster of 2 separate species, C4H12FNO4SSi in total, from the OMol25 dataset.

```
24
Properties=species:S:1:pos:R:3
C -0.67 0.31 -2.18
C -1.09 -1.08 -2.62
F -1.61 -1.00 -3.94
Si 0.30 -2.37 -2.63
N 1.21 -2.41 -1.17
H 0.14 0.69 -2.81
H -0.30 0.23 -1.15
H -1.50 1.01 -2.20
H -1.92 -1.43 -2.00
H 1.22 -2.03 -3.74
H -0.31 -3.70 -2.84
H 0.71 -2.63 -0.32
H 1.84 -1.64 -0.98
O -0.37 -0.68 1.41
S 0.63 0.16 1.97
O 1.99 -0.23 1.92
O 0.19 0.52 3.45
C 0.12 1.94 3.64
C -0.26 2.46 2.27
O 0.51 1.63 1.39
H 1.09 2.31 3.97
H -0.63 2.13 4.40
H 0.04 3.49 2.09
H -1.32 2.33 2.06
```

SMILES string: C[C@@H](F)[SiH2]N.O=S1(=O)OCCO1
Energy, a.u.: -1302.86061
HOMO-LUMO gap, eV: 9.70
LUMO level, Ha: 0.0140
Molar mass, g/mol: 217.29

---

Number 1: maximum force 3.3 eV Å⁻¹. Number 2: maximum force 1.2 eV Å⁻¹. Number 3: maximum force 6.3 eV Å⁻¹. Number 4: maximum force 2.0 eV Å⁻¹. Number 5: maximum force 3.4 eV Å⁻¹. Number 6: maximum force 4.7 eV Å⁻¹. Number 7: maximum force 5.5 eV Å⁻¹. Number 8: maximum force 0.2 eV Å⁻¹.